1:
# H26O13

A molecular structure, H26O13 (ωB97M-V/def2-TZVPD, OMol25).

## Properties
Highest occupied orbital energy ... -8.792 eV
LUMO level ... -0.0200 hartree

ORCA input file:
```
! wB97M-V def2-TZVPD RIJCOSX def2/J DEFGRID3
* xyz 0 1
H -0.367 -0.229 0.431
H 0.819 -0.921 -0.210
H 0.065 4.038 -1.875
H 0.188 3.393 -0.623
H -0.900 3.901 1.717
H -1.092 5.417 1.486
H 0.295 -1.739 4.354
H -0.432 -2.744 5.005
H 5.143 -0.722 -0.660
H 6.461 -0.109 -0.730
H -2.831 3.037 -0.305
H -4.413 2.747 -0.306
H 1.802 -1.663 -2.573
H 1.135 -3.059 -2.319
H 3.404 1.271 -0.283
H 4.107 2.690 0.059
H 2.560 -0.180 -2.459
H 3.400 -0.189 -1.149
H -4.354 1.009 1.119
H -2.880 0.954 1.389
H -4.381 -3.115 -0.793
H -4.152 -2.085 0.264
H 1.952 -2.526 1.739
H 1.834 -2.242 0.217
H -3.311 -2.074 -2.148
H -3.335 -3.437 -2.202
O 0.169 -0.983 0.502
O -0.235 3.275 -1.483
O -0.472 4.694 1.652
O 0.429 -2.637 4.742
O 6.009 -0.877 -0.318
O -3.677 3.009 -0.906
O 1.780 -2.455 -1.960
O 3.395 2.110 0.279
O 2.473 -0.214 -1.500
O -3.668 0.467 1.559
O -4.751 -2.855 0.053
O 1.331 -2.201 1.037
O -3.503 -2.756 -2.803
*
```

Results of the Löwdin charge analysis, in e, for atoms 1 through 4: 0.009 0.020 -0.011 0.027

2:
# H26O13

13 unconnected molecules or ions with the total composition H26O13 (ωB97M-V/def2-TZVPD, OMol25).

## Properties
Highest occupied orbital energy ... -9.679 eV
LUMO level ... -0.0174 hartree

ORCA input file:
```
! wB97M-V def2-TZVPD RIJCOSX def2/J DEFGRID3
* xyz 0 1
O -3.342 -2.235 -0.622
H -2.878 -3.039 -0.883
H -2.664 -1.700 -0.181
O 2.921 -1.808 0.241
H 2.184 -2.415 0.433
H 2.517 -0.934 0.242
O 2.633 2.612 0.168
H 3.007 2.239 0.976
H 2.915 3.535 0.175
O 0.693 -3.462 0.864
H 0.087 -4.206 0.911
H 0.116 -2.669 0.893
O -2.375 0.756 -0.589
H -3.164 0.250 -0.355
H -2.533 1.639 -0.225
O 0.378 0.057 -0.061
H -0.508 0.204 -0.432
H 0.487 0.765 0.586
O -0.545 3.143 -0.613
H -0.553 2.446 -1.282
H 0.331 3.541 -0.691
O 2.911 1.054 -2.208
H 2.244 1.336 -2.841
H 2.613 1.414 -1.357
O 2.198 -2.187 -2.518
H 1.614 -1.604 -2.022
H 2.899 -2.397 -1.892
O -1.637 3.388 2.038
H -1.203 4.220 2.253
H -1.255 3.124 1.183
O -1.434 -1.665 1.401
H -0.859 -1.033 1.879
H -2.036 -2.012 2.073
O 0.026 0.048 3.199
H -0.183 -0.698 3.777
H 0.537 0.655 3.746
O -1.790 -0.951 -3.006
H -2.660 -1.282 -2.748
H -1.694 -0.128 -2.514
*
```

Results of the Löwdin charge analysis, in e, for atoms 1 through 4: -0.062 0.053 -0.014 -0.067

3:
# H26O13

13 unconnected molecules or ions with the total composition H26O13 (ωB97M-V/def2-TZVPD, OMol25).

## Properties
Highest occupied orbital energy ... -10.241 eV
LUMO level ... -0.0053 hartree

ORCA input file:
```
! wB97M-V def2-TZVPD RIJCOSX def2/J DEFGRID3
* xyz 0 1
O -0.999 1.810 2.833
H -1.273 2.752 2.822
H -1.463 1.523 2.021
O 0.183 0.078 -0.061
H 0.151 -0.481 -0.850
H -0.654 -0.072 0.361
O 2.989 -0.452 -1.336
H 2.843 0.300 -1.942
H 3.868 -0.370 -0.928
O 1.636 1.332 2.017
H 2.315 0.690 2.224
H 1.012 0.853 1.468
O 2.058 -2.069 0.807
H 1.451 -2.685 1.207
H 1.517 -1.386 0.477
O -0.909 2.747 -0.015
H -0.206 2.177 0.223
H -0.561 3.334 -0.704
O -2.794 -2.323 2.456
H -3.684 -2.310 2.201
H -2.440 -1.480 2.231
O -1.569 1.293 -2.467
H -1.663 1.785 -3.262
H -1.682 1.813 -1.655
O 1.056 1.198 -2.902
H 1.043 1.113 -3.859
H 0.115 1.239 -2.734
O -0.015 -1.271 -2.332
H 0.661 -1.853 -2.566
H 0.265 -0.545 -2.892
O -2.511 0.321 0.781
H -3.218 0.906 1.097
H -2.943 -0.514 0.663
O -0.262 -0.670 3.487
H -0.379 0.265 3.286
H -0.764 -0.891 4.258
O 2.281 -2.764 -2.509
H 2.107 -3.464 -1.840
H 2.441 -1.930 -2.068
*
```

Results of the Löwdin charge analysis, in e, for atoms 1 through 4: -0.064 0.086 0.005 -0.061

4:
# H26O13

13 unconnected molecules or ions with the total composition H26O13 (ωB97M-V/def2-TZVPD, OMol25).

## Properties
Highest occupied orbital energy ... -9.761 eV
LUMO level ... -0.0039 hartree

ORCA input file:
```
! wB97M-V def2-TZVPD RIJCOSX def2/J DEFGRID3
* xyz 0 1
H 0.676 0.176 0.396
H -0.838 0.146 0.521
H -2.661 1.250 -1.777
H -1.711 1.338 -0.594
H 0.849 -2.041 -1.537
H -0.341 -1.740 -2.433
H -2.188 2.789 2.887
H -2.469 1.397 3.428
H 1.333 -1.160 1.542
H 2.745 -1.131 2.104
H -4.317 -1.913 -0.105
H -5.781 -2.208 0.179
H -3.101 3.620 -0.939
H -3.659 4.106 -2.267
H -0.073 -4.927 1.113
H 0.238 -4.019 -0.066
H 4.143 2.516 1.123
H 4.521 1.468 2.156
H 2.106 0.767 -1.345
H 0.785 1.464 -1.625
H -1.729 -2.055 0.882
H -1.911 -3.211 -0.088
H 4.162 -0.597 -1.263
H 3.219 -1.548 -0.544
H 3.607 2.570 -0.419
H 3.068 2.237 -1.801
O -0.125 0.022 -0.116
O -1.725 1.207 -1.549
O 0.372 -2.376 -2.304
O -2.192 2.278 3.704
O 2.158 -0.662 1.501
O -5.106 -1.530 0.294
O -3.547 4.371 -1.347
O 0.018 -3.998 0.873
O 3.763 1.833 1.686
O 1.171 0.745 -1.112
O -2.393 -2.493 0.338
O 4.138 -1.256 -0.561
O 2.794 2.566 -0.937
*
```

Results of the Löwdin charge analysis, in e, for atoms 1 through 4: 0.038 0.045 0.047 0.027

Most favorable first, least favorable last: 2, 3, 4, 1

1:
# H26O13

13 unconnected molecules or ions with the total composition H26O13 (ωB97M-V/def2-TZVPD, OMol25).

## Properties
Highest occupied orbital energy ... -10.463 eV
LUMO level ... -0.0122 hartree

ORCA input file:
```
! wB97M-V def2-TZVPD RIJCOSX def2/J DEFGRID3
* xyz 0 1
H 0.124 0.679 -0.200
H -1.336 0.895 0.089
H 1.309 -2.965 0.871
H 1.773 -4.117 1.683
H 3.608 1.451 1.809
H 2.572 1.391 2.899
H 3.877 -0.654 -0.111
H 2.690 -1.117 -1.097
H -1.288 -2.482 -1.942
H -0.436 -3.736 -1.944
H 1.175 -0.595 3.269
H 2.790 -0.590 3.316
H 2.004 4.605 -0.196
H 3.388 4.342 -0.752
H -5.764 -1.144 0.956
H -4.330 -1.287 0.575
H -1.806 4.148 0.171
H -1.608 3.090 -0.870
H 1.803 -2.228 -2.393
H 1.757 -2.646 -3.773
H 0.452 2.765 -3.138
H -0.638 1.810 -2.434
H -4.747 1.609 1.069
H -3.271 1.094 1.009
H -1.523 -0.582 -0.723
H -2.835 -1.360 -0.705
O -0.538 0.424 0.459
O 1.059 -3.867 1.074
O 3.237 0.880 2.418
O 2.987 -0.494 -0.330
O -0.360 -2.793 -2.131
O 1.948 -1.150 3.313
O 2.616 3.932 -0.465
O -5.102 -1.868 0.920
O -1.333 4.042 -0.638
O 1.976 -3.003 -2.966
O -0.080 2.676 -2.374
O -3.928 1.420 1.560
O -2.450 -0.497 -0.518
*
```

Results of the Löwdin charge analysis, in e, for atoms 1 through 4: 0.047 0.031 0.006 0.043

2:
# H26O13

13 unconnected molecules or ions with the total composition H26O13 (ωB97M-V/def2-TZVPD, OMol25).

## Properties
Highest occupied orbital energy ... -11.055 eV
LUMO level ... -0.0069 hartree

ORCA input file:
```
! wB97M-V def2-TZVPD RIJCOSX def2/J DEFGRID3
* xyz 0 1
O 0.095 0.138 -2.063
H -0.070 0.775 -2.772
H 0.361 0.814 -1.419
O 1.050 -3.931 0.070
H 0.869 -4.323 0.924
H 0.420 -3.201 -0.062
O -1.685 -2.847 2.239
H -1.200 -3.617 1.917
H -0.932 -2.263 2.090
O -3.033 1.933 2.304
H -2.445 1.352 2.825
H -2.449 2.681 2.142
O -3.263 -1.215 -1.828
H -4.107 -1.091 -1.377
H -3.409 -0.759 -2.662
O 2.482 1.549 -0.844
H 2.146 0.640 -0.735
H 3.389 1.807 -0.712
O -1.363 1.102 0.289
H -1.927 0.829 1.009
H -1.761 1.711 -0.331
O 2.453 0.502 -3.627
H 2.513 1.169 -2.938
H 1.616 0.395 -4.055
O -0.632 0.964 3.192
H -0.835 0.061 3.443
H -0.086 1.091 2.420
O -0.927 -1.953 -0.072
H -1.849 -1.826 -0.352
H -0.632 -1.111 -0.428
O 3.299 0.233 1.979
H 3.851 -0.444 2.362
H 2.582 -0.040 1.393
O 1.637 -0.791 0.064
H 0.829 -0.312 -0.004
H 1.733 -1.285 -0.762
O 0.054 4.213 -1.715
H -0.487 4.596 -1.047
H 0.910 3.863 -1.459
*
```

Results of the Löwdin charge analysis, in e, for atoms 1 through 4: -0.046 0.068 0.012 -0.063

Most favorable first, least favorable last: 2, 1